Entry 1:
C13H27BBr4NO | ωB97M-V with the def2-TZVPD basis set

Geometry as XYZ:
```
47
Properties=species:S:1:pos:R:3:forces:R:3:lowdin_charge:R:1
C 0.884723 2.270741 -2.698192 -1.093 -1.009 0.599 -0.01
C -0.242249 1.337329 -2.427333 1.086 0.660 -0.077 -0.15
C -0.381283 -0.209923 -2.956402 -1.795 1.110 -1.506 -0.12
C -1.777189 -0.862426 -2.316725 -1.541 -0.620 0.867 -0.19
C -3.179638 0.030304 -2.499546 0.918 1.741 -2.224 -0.08
N -3.749989 0.396944 -1.115960 -1.752 0.301 0.450 -0.01
C -2.720952 0.159554 -0.029970 1.926 0.464 0.879 -0.11
C -1.827386 -1.093406 -0.670258 -1.450 0.904 0.797 -0.13
B -0.385481 -1.202062 0.147265 1.489 1.340 0.632 -0.35
O 0.135248 0.103346 0.688335 0.493 -2.951 -2.096 0.00
C 0.489837 -2.576701 0.367093 0.510 -0.386 0.000 -0.20
C 2.066870 -2.424225 -0.100756 0.682 0.263 0.371 -0.14
H 1.017197 2.903862 -3.677050 0.649 -2.672 1.249 0.08
H 1.685661 2.409306 -1.830520 -2.618 1.171 -1.245 0.05
H -1.112502 1.743998 -1.721088 2.773 -1.622 -0.106 0.10
H 0.538760 -0.900969 -2.704897 -1.836 1.688 -0.137 0.13
H -0.447686 -0.194845 -4.148213 0.041 -0.308 2.415 0.13
H -2.092251 -1.931860 -2.722668 1.282 2.348 0.422 0.16
H -2.986717 1.118400 -2.943073 0.150 -2.423 0.713 0.14
H -3.988552 -0.372902 -3.254999 1.515 0.323 2.045 0.15
H -4.616047 -0.133836 -0.830674 1.019 0.495 -0.825 0.19
H -4.039186 1.420209 -1.162706 0.368 -1.683 0.262 0.19
H -2.184390 1.189887 0.113015 -0.440 -2.245 -0.505 0.14
H -3.160077 -0.035966 1.053071 0.417 0.022 -2.606 0.16
H -2.552637 -2.006646 -0.519561 1.663 1.457 -0.155 0.15
H 1.144716 0.136737 0.576195 -2.060 -0.226 0.653 0.10
H 0.023200 -3.507337 -0.187137 0.805 1.860 1.250 0.11
H 0.505088 -2.801144 1.537863 -0.132 0.346 -2.627 0.05
H 2.696035 -1.995394 0.817257 -1.299 -0.944 -2.067 0.09
H 2.543522 -3.477010 -0.398038 -1.154 2.447 0.654 0.10
H 2.218759 -1.659054 -0.998615 -0.356 -1.725 1.780 0.08
Br 6.708218 4.381706 -0.741366 -0.180 -0.058 -0.065 0.62
C 4.768281 4.577191 -0.781848 0.260 0.211 -0.021 -0.70
C 4.134525 4.003898 0.464284 -0.302 0.073 0.009 -0.69
Br 4.074179 2.055665 0.393551 0.009 -0.030 0.026 0.59
H 4.418654 4.104022 -1.703564 0.035 0.055 0.291 0.05
H 4.592493 5.654943 -0.842750 -0.038 -0.207 0.083 0.06
H 3.090013 4.317670 0.545127 0.190 -0.018 -0.049 0.06
H 4.662516 4.273662 1.383297 -0.057 -0.075 -0.310 0.06
Br -1.286007 -4.071191 3.008605 -0.311 -0.048 0.177 0.67
C -1.499140 -2.413712 4.013865 0.195 0.038 -0.179 -0.68
C -1.108182 -2.597878 5.461756 -0.167 0.091 0.307 -0.69
Br -2.499717 -3.536651 6.455029 0.161 0.022 -0.112 0.62
H -2.535542 -2.091012 3.881868 0.231 -0.128 0.175 0.05
H -0.834797 -1.696532 3.523494 -0.034 -0.057 0.131 0.05
H -1.007424 -1.629701 5.960230 -0.008 -0.136 -0.169 0.06
H -0.183470 -3.166991 5.592709 -0.244 0.141 -0.156 0.06
```
Forces are in eV/Å.

Its LUMO energy is -3.5 eV. As for the frontier orbital gap: 6.96 eV. The value obtained for the calculated total energy is -10961.95406 hartree. Its charge is +1. For the HOMO energy, the calculation gives -10.5 eV.


Entry 2:
C3H3NS2 | ωB97M-V with the def2-TZVPD basis set

Geometry as XYZ:
```
9
Properties=species:S:1:pos:R:3:forces:R:3:lowdin_charge:R:1
C 0.443120 -1.864740 1.658480 1.121 0.977 -0.149 -0.25
C 0.567505 -0.445580 1.443683 -0.466 -2.025 1.375 -0.66
C -0.407752 0.466819 0.910236 0.944 1.014 0.813 -0.30
N 0.593129 -2.994029 1.836795 -0.451 0.018 0.019 0.14
S 0.557157 -0.467455 -1.795120 0.663 0.689 0.803 0.35
S 1.311383 0.353461 0.227070 -0.057 -0.208 -1.371 0.81
H -0.401173 1.427499 1.478938 -1.207 -0.810 -0.993 0.09
H -1.102333 0.048323 0.184833 -0.616 0.729 0.176 0.06
H 1.883599 -0.488582 -1.931728 0.069 -0.384 -0.674 -0.25
```
Forces are in eV/Å.

Its LUMO energy (spin up / spin down) is -1.0 / -1.0 eV. As for the frontier orbital gap (spin up / spin down): 7.82 / 7.82 eV. The value obtained for the calculated total energy is -967.11338 hartree. Its charge is 0. For the HOMO energy (spin up / spin down), the calculation gives -8.8 / -8.8 eV.


Entry 3:
C11H13CsNO6 | ωB97M-V with the def2-TZVPD basis set

Geometry as XYZ:
```
32
Properties=species:S:1:pos:R:3:forces:R:3:lowdin_charge:R:1
Cs 0.573593 -1.033563 0.061970 0.691 -2.073 -4.221 1.62
O -2.979665 -1.862453 2.793010 0.028 -0.050 -0.216 -0.02
C -1.929446 -1.587504 2.202904 0.051 -0.035 -0.142 -0.67
O -1.591797 -1.780355 0.989186 -1.935 -0.263 1.433 -0.38
C -0.809336 -0.974210 3.067383 0.260 0.201 -0.020 -0.21
C -0.735550 -1.215621 4.431578 0.173 0.141 0.113 -0.02
C 0.384366 -0.759739 5.120236 -0.029 -0.029 -0.041 -0.06
C 1.406810 -0.107062 4.440756 -0.180 -0.072 0.157 -0.02
C 1.257228 0.094974 3.078745 -0.378 -0.045 -0.079 -0.21
N 0.154186 -0.299114 2.430529 -0.182 0.336 1.888 -0.09
C 2.407946 0.658022 2.226174 0.041 -0.035 -0.149 -0.67
O 3.291440 1.262136 2.845028 0.002 -0.019 -0.284 -0.02
O 2.320753 0.360311 0.989925 1.662 1.685 1.647 -0.40
H -1.543575 -1.753361 4.907565 0.019 0.003 0.027 0.11
H 0.475259 -0.939218 6.184562 -0.013 -0.010 0.057 0.09
H 2.313018 0.239341 4.920233 -0.052 -0.033 0.003 0.11
C -1.103269 -0.001857 -3.761994 0.030 0.091 0.074 -0.11
O -0.146631 0.176563 -2.741661 0.012 0.089 -0.063 -0.27
C -0.308550 1.383190 -2.008326 -0.079 -0.245 -0.022 -0.26
C -1.622110 1.415555 -1.227632 0.195 0.182 0.232 -0.22
O -1.589792 2.401380 -0.209692 -0.044 -0.043 -0.098 -0.17
C -1.524238 3.719618 -0.702774 -0.061 -0.086 0.034 -0.11
H -1.168741 0.891764 -4.392425 -0.025 0.046 -0.066 0.09
H -2.095580 -0.223774 -3.362089 -0.044 -0.012 0.018 0.09
H -0.780808 -0.841305 -4.373329 0.047 -0.035 0.007 0.09
H -0.231195 2.236060 -2.687725 0.010 0.093 -0.110 0.12
H 0.524518 1.431979 -1.302582 -0.042 0.092 -0.081 0.10
H -1.784093 0.455638 -0.729647 -0.042 0.093 -0.001 0.10
H -2.468487 1.600039 -1.896245 -0.124 0.045 -0.070 0.12
H -2.301706 3.896580 -1.454766 -0.067 0.021 -0.063 0.09
H -0.553646 3.955948 -1.145320 0.082 -0.008 -0.015 0.08
H -1.689299 4.391939 0.135925 -0.006 -0.022 0.052 0.09
```
Forces are in eV/Å.

Its LUMO energy is 2.1 eV. As for the frontier orbital gap: 7.30 eV. The value obtained for the calculated total energy is -953.35264 hartree. Its charge is -1. For the HOMO energy, the calculation gives -5.2 eV.


Entry 4:
C6H31N2O8 | ωB97M-V with the def2-TZVPD basis set

Geometry as XYZ:
```
47
Properties=species:S:1:pos:R:3:forces:R:3:lowdin_charge:R:1
N 2.461565 0.349691 -0.506066 -0.006 -2.227 -1.191 0.19
C 1.545412 0.386296 -1.692142 -2.867 2.258 0.464 -0.14
C 0.373729 -0.531439 -1.406257 -0.316 -1.797 -0.149 -0.25
N -0.721032 -0.286044 -2.306790 -1.972 1.441 0.509 -0.15
C -1.301413 1.136974 -2.264771 1.225 -0.768 -0.961 -0.15
C -2.791127 0.900599 -2.310042 -1.149 0.129 -2.921 -0.20
C -3.032513 -0.285567 -1.361406 -1.942 0.840 -2.131 -0.15
C -1.924989 -1.104479 -1.929050 2.387 -4.210 -1.634 -0.22
H 3.327528 0.663448 -0.852779 1.585 1.574 0.397 0.13
H 2.036471 0.743548 0.384278 0.305 0.031 -0.974 0.14
H 2.733331 -0.614159 -0.334526 -0.252 -0.546 0.698 0.10
H 1.668892 0.253347 -2.797280 1.922 -0.609 1.077 0.16
H 1.327794 1.463843 -1.679766 -0.812 -0.181 0.009 0.11
H 0.797871 -1.586966 -1.752272 -1.077 2.156 1.451 0.15
H -0.066228 -0.539112 -0.314552 2.019 0.318 -1.973 0.11
H -0.870511 1.601257 -3.183674 -0.610 0.296 0.925 0.13
H -1.023808 1.696156 -1.351391 0.126 -0.238 -0.277 0.11
H -3.390592 1.750956 -2.182179 -0.513 1.566 1.418 0.09
H -3.157301 0.801193 -3.405066 0.985 -1.067 1.389 0.15
H -3.998928 -0.810890 -1.507044 0.471 0.332 -0.422 0.13
H -3.222266 0.187018 -0.399922 1.494 -0.686 0.834 0.10
H -2.160956 -1.801473 -2.910546 -0.427 2.307 2.103 0.18
H -1.525099 -1.957242 -1.361822 -0.201 0.254 0.703 0.08
H -1.037553 -1.045789 0.564244 -0.049 -0.012 -0.082 -0.02
H -0.445258 -0.772065 1.951615 3.444 0.908 1.424 -0.03
O -1.187334 -1.023584 1.502232 -3.999 -1.331 -0.661 -0.01
H -2.688809 -0.012090 2.364475 -0.179 1.609 -0.384 0.02
H -4.127480 0.305753 2.330589 1.175 1.566 -0.113 0.07
O -3.256945 0.812805 2.273566 -1.043 -3.038 0.356 -0.13
H 5.571361 -1.359617 -1.110007 0.657 -0.103 -0.599 0.05
H 4.886579 -2.245487 -0.101587 0.014 -2.057 0.689 0.02
O 4.945910 -1.371871 -0.400228 -0.788 2.205 -0.136 0.00
H 2.022339 -2.043215 2.224374 3.746 -3.814 6.660 -0.05
H 1.186870 -2.319278 0.825305 0.730 -0.674 1.137 0.03
O 1.617466 -1.785843 1.525471 -4.133 4.398 -7.915 0.02
H 0.019277 3.381039 0.712131 -0.165 0.357 -2.460 0.05
H 1.165124 4.086507 0.597026 0.241 0.384 -1.814 0.06
O 0.520649 3.761565 -0.091841 -0.031 -0.629 4.131 -0.10
H 1.062447 1.375261 2.699701 0.040 -0.318 -0.416 0.08
H 0.018218 1.594815 1.661731 -1.311 0.168 -0.335 0.03
O 0.888957 1.245034 1.745493 1.202 -0.027 0.911 -0.04
H -0.128095 1.006245 5.692134 -1.176 1.351 -3.163 0.13
H -0.479855 2.304133 4.902264 -0.203 2.729 0.540 -0.01
O -0.460730 1.396549 4.766145 1.511 -4.049 2.484 -0.07
H -0.173179 -3.567701 -0.343982 0.439 -0.483 -0.230 0.09
H 1.270902 -3.968920 -0.789570 1.945 -3.210 -0.201 0.02
O 0.682350 -3.288447 -0.703324 -2.440 2.892 0.833 -0.01
```
Forces are in eV/Å.

Its LUMO energy is -2.7 eV. As for the frontier orbital gap: 8.67 eV. The value obtained for the calculated total energy is -958.24694 hartree. Its charge is +1. For the HOMO energy, the calculation gives -11.4 eV.


Entry 5:
C22H46BN4O5S2 | ωB97M-V with the def2-TZVPD basis set

Geometry as XYZ:
```
80
Properties=species:S:1:pos:R:3:forces:R:3:lowdin_charge:R:1
C 0.953444 -0.154406 1.845883 0.449 -0.256 -0.074 -0.08
N 1.148713 1.236078 1.382234 -0.559 -0.395 1.583 -0.08
C 1.781094 2.029249 2.489502 -0.248 0.284 -0.718 -0.06
B -0.088969 1.910115 1.047614 0.456 0.410 -0.813 -0.81
O -0.021846 3.151540 0.414018 -0.108 -0.247 0.916 0.15
O -1.355651 1.366732 1.320225 -0.348 -0.749 -0.429 -0.11
S -2.082965 0.756068 -0.031170 -0.389 0.303 -0.557 0.97
O -1.265804 -0.375128 -0.398251 0.250 -0.258 0.021 -0.37
O -3.458606 0.155909 0.576084 0.863 0.279 0.164 -0.31
C -4.574940 0.470751 -0.296911 -1.411 0.083 0.168 -0.24
C -5.544660 -0.708956 -0.348814 1.026 -0.916 0.316 -0.17
C -6.148427 -1.022557 1.028091 0.160 0.911 -0.051 -0.20
C -7.266248 -0.032985 1.448247 0.578 -1.110 0.101 -0.20
C -7.317428 -0.004661 2.984883 -0.687 -0.426 -0.515 -0.22
C -8.591873 0.630200 3.570728 1.016 0.774 0.122 -0.26
C -9.096826 1.855160 2.795712 -0.944 -0.522 0.306 -0.47
S -7.929633 3.247676 2.814729 0.516 0.119 -0.411 1.00
C -7.719881 3.527379 1.089771 -0.351 -0.233 0.681 -0.71
N -8.560800 3.190494 0.187268 -0.378 -0.062 -0.407 0.05
N -7.996454 3.568783 -1.023893 -0.402 -0.426 -0.451 0.06
C -6.870813 4.086613 -0.754894 0.187 0.262 0.054 -0.20
O -6.614093 4.120333 0.584336 0.347 -0.019 0.160 0.03
H 0.091615 -0.285334 2.509501 -0.023 -0.013 -0.248 0.10
H 0.871664 -0.802933 0.970827 -0.350 0.002 0.187 0.08
H 1.823726 -0.501252 2.419832 0.012 0.225 -0.164 0.08
H 2.546641 1.434256 2.988498 -0.129 0.057 0.037 0.08
H 2.251693 2.928968 2.081034 -0.067 -0.077 0.092 0.09
H 1.005580 2.323389 3.210450 0.433 -0.017 0.267 0.10
H 0.144802 3.825683 1.085198 -0.013 0.328 -0.421 0.11
H -5.112245 1.309549 0.161641 0.334 0.199 -0.283 0.11
H -4.238814 0.715154 -1.308223 0.091 0.122 0.184 0.11
H -6.284120 -0.571319 -1.142728 -0.025 0.215 0.186 0.13
H -4.932219 -1.576497 -0.637520 -0.193 0.095 -0.153 0.12
H -5.335399 -0.928321 1.760569 -0.050 -0.160 -0.114 0.11
H -6.488180 -2.059912 1.081852 -0.121 0.144 -0.060 0.12
H -8.188795 -0.434070 1.011574 -0.119 0.431 0.140 0.13
H -7.061757 0.954925 1.025772 -0.192 -0.079 0.067 0.08
H -6.395544 0.451105 3.357729 -0.199 0.137 0.026 0.11
H -7.302589 -1.054112 3.308864 0.142 0.169 0.107 0.11
H -8.338373 0.977065 4.581505 -0.293 -0.283 0.021 0.10
H -9.398643 -0.103301 3.646441 0.022 0.120 -0.080 0.12
H -9.418091 1.580508 1.789777 0.410 0.335 -0.076 0.07
H -10.007634 2.206002 3.292255 0.167 0.128 -0.076 0.08
H -6.162761 4.472869 -1.470063 0.112 0.126 0.302 0.13
C 7.050626 -2.232302 -4.211321 -0.028 0.111 -0.030 -0.09
C 6.371129 -0.874470 -4.042660 0.085 -0.260 -0.011 -0.25
C 6.727241 -0.142827 -2.746303 -0.282 0.373 -0.158 -0.17
C 6.312421 -0.764900 -1.415504 0.444 -0.123 -0.119 -0.09
N 4.846163 -1.102496 -1.207561 -0.496 0.072 0.092 -0.18
C 4.451395 -0.899369 0.248207 0.280 0.123 0.025 -0.09
C 4.232362 0.588598 0.389271 0.250 0.215 0.030 -0.14
C 3.591043 1.001549 -0.930580 -0.075 0.198 -0.188 -0.11
C 3.917794 -0.119630 -1.922272 -0.220 0.157 0.034 -0.07
C 4.514132 -2.524254 -1.606865 -0.006 -0.213 -0.191 -0.11
C 5.042319 -3.656412 -0.724080 0.158 -0.082 0.253 -0.21
C 6.542975 -3.865612 -0.519446 0.026 0.061 0.022 -0.10
H 6.790898 -2.931494 -3.416280 0.046 -0.018 0.009 0.04
H 6.742971 -2.685478 -5.153488 0.066 -0.028 0.008 0.08
H 8.136344 -2.125055 -4.225575 -0.010 -0.036 0.017 0.09
H 5.290712 -0.999247 -4.149669 -0.005 0.036 0.002 0.09
H 6.677667 -0.239864 -4.876098 -0.047 0.061 0.045 0.12
H 6.363292 0.887474 -2.793272 -0.013 -0.014 -0.032 0.11
H 7.816440 -0.048152 -2.710094 -0.016 -0.057 0.173 0.13
H 6.605585 -0.104362 -0.600699 -0.086 0.074 -0.064 0.13
H 6.879504 -1.678144 -1.286713 -0.204 -0.142 0.110 0.10
H 3.518830 -1.440541 0.407574 0.042 -0.077 -0.050 0.14
H 5.234945 -1.293270 0.893000 -0.054 -0.141 -0.051 0.14
H 5.180227 1.111333 0.530888 0.015 -0.063 0.038 0.12
H 3.605809 0.830096 1.241286 -0.034 -0.126 -0.017 0.08
H 3.974011 1.962765 -1.271261 0.029 -0.046 -0.032 0.12
H 2.511796 1.110204 -0.833180 0.024 -0.048 0.115 0.11
H 4.367788 0.262307 -2.827997 0.130 -0.222 -0.009 0.10
H 3.017672 -0.665311 -2.196667 0.078 -0.104 0.037 0.14
H 4.800843 -2.646410 -2.649373 0.154 0.054 0.028 0.12
H 3.426063 -2.588904 -1.572911 0.013 0.099 -0.016 0.13
H 4.653885 -4.574008 -1.172326 -0.166 0.124 -0.087 0.13
H 4.570048 -3.594239 0.259081 -0.072 -0.004 -0.045 0.11
H 7.092572 -3.881888 -1.461364 0.033 0.041 0.028 0.07
H 6.714954 -4.827139 -0.036683 -0.091 -0.011 -0.022 0.09
H 6.979654 -3.115359 0.140756 0.061 0.002 -0.052 0.07
```
Forces are in eV/Å.

Its LUMO energy is -2.0 eV. As for the frontier orbital gap: 8.34 eV. The value obtained for the calculated total energy is -2282.12636 hartree. Its charge is +1. For the HOMO energy, the calculation gives -10.4 eV.